DFT (the ωB97M-V functional and the def2-TZVPD basis) results for a molecular structure, C32H43Cl2N5O8PPrS at a distorted geometry.

Geometry as XYZ:
```
93
C32H43Cl2N5O8PPrS (the ωB97M-V functional and the def2-TZVPD basis)
Pr 0.137 0.517 0.055
O -0.059 1.413 3.864
Cl 0.075 0.584 2.759
O 0.290 -0.776 3.065
O 1.178 1.033 1.893
O -1.085 0.673 1.865
C 3.530 1.317 0.282
N 2.486 1.389 -0.772
C 2.399 2.814 -1.163
C 2.946 0.594 -1.934
C 1.853 0.406 -2.974
N 0.682 -0.336 -2.449
C 0.920 -1.789 -2.586
C -0.477 -0.015 -3.310
H 4.477 1.716 -0.094
H 3.697 0.292 0.614
H 3.217 1.903 1.141
H 3.359 3.155 -1.565
H 2.179 3.422 -0.285
H 1.632 2.986 -1.913
H 3.295 -0.380 -1.578
H 3.801 1.086 -2.411
H 2.272 -0.109 -3.845
H 1.511 1.386 -3.312
H 1.015 -2.063 -3.641
H 0.085 -2.337 -2.155
H 1.838 -2.087 -2.080
H -0.256 -0.240 -4.359
H -0.733 1.042 -3.223
H -1.337 -0.615 -3.020
Cl -2.561 -0.018 -0.584
C -3.440 1.295 -1.350
C -4.703 1.012 -1.834
C -5.446 2.029 -2.412
C -4.917 3.307 -2.504
C -3.641 3.568 -2.028
C -2.876 2.565 -1.434
P -1.202 2.925 -0.774
C -0.728 4.412 -1.719
C -0.686 5.681 -1.153
C -0.323 6.772 -1.932
C 0.000 6.602 -3.269
C -0.042 5.335 -3.839
C -0.398 4.244 -3.066
C -1.555 3.592 0.889
C -0.449 3.959 1.660
C -0.630 4.525 2.910
C -1.913 4.689 3.415
C -3.012 4.312 2.658
C -2.839 3.774 1.390
H -5.099 0.008 -1.753
H -6.438 1.817 -2.788
H -5.496 4.107 -2.944
H -3.230 4.566 -2.111
H -0.943 5.824 -0.111
H -0.297 7.761 -1.493
H 0.285 7.454 -3.872
H 0.200 5.202 -4.885
H -0.450 3.257 -3.516
H 0.554 3.836 1.263
H 0.222 4.829 3.503
H -2.055 5.125 4.394
H -4.010 4.446 3.053
H -3.700 3.510 0.791
C 1.997 -9.013 1.831
C 0.624 -8.781 2.441
S 0.518 -7.214 3.306
O -0.874 -6.878 3.489
O 1.400 -7.204 4.435
C 1.150 -5.943 2.144
C 0.799 -4.620 2.820
N 0.844 -3.482 1.903
C -0.216 -2.913 1.306
N 0.163 -1.912 0.506
C 1.524 -1.838 0.619
C 1.957 -2.801 1.470
N 3.332 -3.005 1.848
O 3.616 -3.968 2.522
O 4.103 -2.155 1.438
C -1.621 -3.326 1.539
H 2.071 -10.040 1.478
H 2.780 -8.857 2.574
H 2.180 -8.356 0.980
H 0.402 -9.513 3.219
H -0.184 -8.774 1.711
H 0.625 -6.083 1.197
H 2.223 -6.077 2.030
H 1.487 -4.443 3.643
H -0.206 -4.691 3.231
H 2.142 -1.137 0.073
H -1.940 -3.015 2.536
H -1.737 -4.409 1.482
H -2.269 -2.857 0.803
```

The relative energy (zero: lowest compared OMol25 entry of this formula, charge and spin) is 5.6 kcal/mol. The total charge is +2. Its LUMO energy (alpha / beta) is -5.69 / -5.65 eV. As for the spin multiplicity: 3. The HOMO-LUMO gap (alpha / beta) comes out at 0.308 / 0.309 Eh.

DFT (the ωB97M-V functional and the def2-TZVPD basis) results for a molecular structure, C32H43Cl2O2P3Tc at a distorted geometry.

Geometry as XYZ:
```
83
C32H43Cl2O2P3Tc (the ωB97M-V functional and the def2-TZVPD basis)
P 1.240 1.191 -1.828
C 2.928 1.299 -2.557
C 3.314 0.667 -3.747
H 2.634 -0.054 -4.216
C 4.522 0.981 -4.368
H 4.776 0.488 -5.293
C 5.389 1.913 -3.801
H 6.312 2.175 -4.304
C 5.058 2.511 -2.587
H 5.738 3.223 -2.111
C 3.827 2.213 -1.951
H 3.565 2.722 -1.015
C 0.518 -0.115 -2.860
C 0.879 -1.438 -2.512
H 1.471 -1.636 -1.611
C 0.508 -2.514 -3.344
H 0.771 -3.539 -3.053
C -0.184 -2.272 -4.535
H -0.440 -3.095 -5.201
C -0.542 -0.967 -4.872
H -1.101 -0.766 -5.783
C -0.201 0.098 -4.043
H -0.474 1.120 -4.324
C 0.480 2.671 -2.608
C 1.017 3.353 -3.717
H 2.028 3.097 -4.072
C 0.268 4.325 -4.387
H 0.706 4.806 -5.253
C -1.010 4.661 -3.934
H -1.590 5.395 -4.486
C -1.526 4.050 -2.799
H -2.509 4.336 -2.420
C -0.794 3.041 -2.129
H -1.223 2.545 -1.249
Tc 0.266 -0.252 2.694
C -1.663 -1.105 2.689
C -2.113 -1.335 1.476
H -2.233 -1.316 3.600
C -1.210 -0.947 0.294
O -2.043 -0.103 -0.518
H -1.495 0.160 -1.320
C 0.175 -0.308 0.596
H -1.114 -1.937 -0.232
C 1.018 0.696 0.133
Cl -0.037 -0.747 4.997
Cl 2.288 0.710 3.305
P 1.487 -2.215 2.953
C 2.418 -2.433 4.528
H 1.730 -2.638 5.354
H 2.968 -1.511 4.742
H 3.111 -3.265 4.394
C 0.537 -3.776 2.804
H -0.021 -3.730 1.858
H -0.168 -3.838 3.644
H 1.205 -4.652 2.802
C 2.825 -2.365 1.707
H 3.508 -1.508 1.821
H 2.367 -2.343 0.705
H 3.365 -3.314 1.864
P -3.739 -2.085 1.181
C -4.285 -2.976 2.653
C -3.818 -3.264 -0.218
H -4.344 -2.282 3.498
H -3.568 -3.777 2.868
H -5.278 -3.407 2.439
H -3.364 -2.811 -1.100
H -4.882 -3.468 -0.405
H -3.312 -4.195 0.049
C -4.927 -0.767 0.829
H -5.218 -0.302 1.772
H -5.799 -1.209 0.331
H -4.421 -0.052 0.180
H 2.263 0.924 0.328
C 0.038 2.314 5.365
C -0.825 2.232 4.116
C -1.842 3.331 4.029
O -0.697 1.455 3.175
H -0.609 2.337 6.248
H 0.576 3.274 5.287
H 0.762 1.498 5.468
H -1.590 3.922 3.159
H -2.839 2.933 3.916
H -1.804 3.960 4.910
```

The total charge is +2. Its LUMO energy (alpha / beta) is -5.07 / -6.45 eV. As for the spin multiplicity: 4. The HOMO-LUMO gap (alpha / beta) comes out at 0.307 / 0.277 Eh.

DFT (the ωB97M-V functional and the def2-TZVPD basis) results for a molecular structure, C32H43ClIN8O4P2S2V at a distorted geometry.

Geometry as XYZ:
```
94
C32H43ClIN8O4P2S2V (the ωB97M-V functional and the def2-TZVPD basis)
V 2.704 -0.053 2.060
C 0.373 -1.149 6.194
C 0.729 -0.941 4.744
S 2.187 -1.559 4.103
C -0.086 -0.143 3.889
C -1.472 0.264 4.381
S 0.550 0.654 2.505
H 0.878 -2.051 6.540
H -0.696 -1.234 6.317
H 0.669 -0.243 6.793
H -2.093 -0.656 4.651
H -2.067 0.684 3.592
H -1.522 0.885 5.300
C 2.148 -4.604 -0.990
C 3.426 -4.136 -1.276
C 4.036 -3.128 -0.540
C 3.382 -2.628 0.597
C 2.139 -3.155 0.957
C 1.540 -4.152 0.191
N 3.847 -1.541 1.390
N 5.183 -1.567 1.638
C 5.472 -0.575 2.515
C 6.834 -0.520 2.966
C 7.100 0.218 4.087
C 6.031 0.922 4.647
C 4.748 0.944 4.074
N 4.497 0.255 2.961
H 1.712 -5.314 -1.711
H 3.831 -4.551 -2.241
H 5.006 -2.740 -0.793
H 1.736 -2.741 1.866
H 0.586 -4.536 0.545
H 7.615 -1.064 2.418
H 8.099 0.384 4.458
H 6.095 1.489 5.547
H 3.883 1.458 4.504
Cl 4.092 3.791 -3.700
C 3.490 2.412 -2.822
C 2.987 1.245 -3.431
C 2.463 0.180 -2.750
I 1.913 -1.515 -3.807
C 2.328 0.209 -1.300
O 1.608 -0.571 -0.639
C 3.025 1.307 -0.612
N 3.007 1.394 0.797
C 3.291 2.610 1.390
C 3.772 3.659 0.600
C 3.727 3.673 -0.782
C 3.440 2.430 -1.401
H 3.131 1.216 -4.535
H 3.286 2.691 2.451
H 4.266 4.516 1.025
H 3.931 4.593 -1.355
C -4.889 -2.369 -3.699
N -4.107 -2.426 -2.437
C -3.439 -3.717 -2.206
P -3.847 -1.302 -1.247
O -2.864 -1.787 -0.210
O -3.322 0.046 -1.945
P -2.207 1.268 -1.989
O -0.834 0.895 -1.805
N -2.887 2.226 -0.794
C -1.966 2.755 0.267
C -4.045 3.062 -0.993
N -2.589 1.970 -3.435
C -2.689 1.158 -4.685
C -2.085 3.317 -3.757
N -5.336 -0.855 -0.631
C -6.527 -0.568 -1.410
C -5.364 -0.592 0.795
H -5.640 -3.189 -3.751
H -4.267 -2.393 -4.591
H -5.276 -1.340 -3.727
H -4.138 -4.580 -2.227
H -2.905 -3.647 -1.237
H -2.694 -3.827 -2.931
H -1.002 2.090 0.169
H -2.373 2.615 1.296
H -1.643 3.816 0.095
H -4.656 2.658 -1.835
H -3.769 4.096 -1.190
H -4.628 2.979 -0.090
H -2.077 0.246 -4.678
H -2.389 1.814 -5.506
H -3.776 0.835 -4.913
H -1.448 3.549 -2.910
H -2.957 4.003 -3.837
H -1.526 3.289 -4.690
H -6.590 -1.254 -2.230
H -6.481 0.460 -1.743
H -7.441 -0.693 -0.794
H -5.590 0.449 0.900
H -4.443 -0.907 1.285
H -6.150 -1.164 1.309
```

The relative energy (zero: lowest compared OMol25 entry of this formula, charge and spin) is 69.3 kcal/mol. The total charge is -1. Its LUMO energy (alpha / beta) is 2.16 / 1.54 eV. As for the spin multiplicity: 4. The HOMO-LUMO gap (alpha / beta) comes out at 0.203 / 0.186 Eh.